Entry 1:
DFT (ωB97M-V/def2-TZVPD) results for a 11-piece molecular cluster, C26H60BF4N5O5 overall at a distorted geometry.

Geometry as XYZ:
```
101
Properties=species:S:1:pos:R:3:forces:R:3:lowdin_charge:R:1
C -6.4142 5.3443 -3.2063 2.5 1.7 -4.0 -0.074
C -5.2942 4.3051 -3.3567 2.9 4.0 0.6 -0.248
C -5.1551 3.6032 -2.0641 -2.2 -2.2 1.9 -0.143
N -4.0299 2.5938 -2.0479 -0.3 1.8 -0.3 -0.261
C -2.7729 3.3906 -1.9018 1.1 -3.1 2.6 0.039
C -4.0588 1.6260 -3.2000 3.7 -1.7 0.1 -0.035
C -3.3626 0.2890 -2.6284 3.2 6.4 1.7 -0.118
C -3.2872 0.4054 -1.1074 -0.8 0.6 -0.5 -0.067
C -4.1236 1.7828 -0.8833 -2.4 -8.0 -4.5 -0.134
H -6.5244 5.8144 -4.2432 -0.3 -0.7 1.4 0.116
H -6.4540 6.1789 -2.5459 1.0 0.3 1.0 0.076
H -7.1908 4.7586 -3.0005 -3.9 -2.0 0.6 0.021
H -4.2980 4.7497 -3.8573 -1.6 -0.4 2.0 0.171
H -5.4741 3.7039 -4.1561 -1.5 -2.2 -1.9 0.067
H -6.1989 2.9595 -1.7334 2.8 1.8 -1.3 0.213
H -4.9681 4.2592 -1.1861 -0.1 -0.2 -0.8 0.147
H -1.8833 2.7232 -1.9854 -0.7 -0.3 1.6 0.147
H -2.7900 4.0992 -1.0718 -0.1 -0.9 0.5 0.138
H -2.4114 3.9324 -2.6288 0.1 3.3 -5.0 0.042
H -3.3331 1.9498 -3.9731 -1.1 0.4 0.2 0.147
H -4.9841 1.2652 -3.5898 -1.1 1.0 0.1 0.131
H -2.3819 0.2012 -3.0496 0.9 0.3 -0.1 0.114
H -3.8080 -0.4283 -3.0662 -3.8 -5.6 -2.2 0.038
H -2.2341 0.5437 -0.7647 -0.9 -0.5 -0.1 0.107
H -3.7696 -0.5543 -0.7363 0.6 1.7 0.4 0.144
H -4.0325 2.0380 0.0075 2.3 4.3 7.5 0.050
H -5.1671 1.4436 -0.6992 0.0 0.0 -1.3 0.150
B 0.8607 -0.8809 0.2734 -1.0 -2.1 -5.4 -1.392
F 1.0395 -1.8492 1.1506 1.0 -1.5 2.3 0.212
F 0.9368 0.3369 0.7170 -0.2 3.7 2.2 0.227
F 1.7836 -0.9085 -0.8518 0.3 -0.4 0.4 0.057
F -0.4084 -1.2128 -0.3734 -0.1 0.8 0.4 0.043
C 4.7860 -1.7679 -0.6020 -0.2 -3.4 -0.1 -0.043
C 5.6218 -3.1930 -0.2913 -2.2 3.7 -0.3 -0.217
N 6.1217 -4.1951 -0.0497 0.2 -0.3 0.0 0.075
H 4.0634 -1.5126 0.2522 1.1 -0.9 -1.4 0.063
H 5.4864 -0.9459 -0.7023 0.1 -0.2 -0.2 0.017
H 4.2206 -2.0431 -1.5853 0.9 0.8 2.0 0.060
C -1.5067 -3.0550 2.0448 -10.3 -3.6 -0.9 0.006
C -2.5082 -4.1412 2.7624 3.0 0.8 0.2 -0.204
N -3.1675 -4.9614 3.2490 0.5 1.1 -0.7 0.085
H -1.0249 -2.3436 2.4898 2.0 3.9 4.0 -0.034
H -0.8405 -3.4244 1.4079 2.1 -2.5 -2.8 -0.008
H -2.4792 -2.6483 1.4913 2.7 0.1 0.3 0.118
C 3.5552 0.4161 3.0080 0.2 0.4 -3.4 -0.008
C 4.5799 0.6070 1.8349 -3.4 -0.4 4.5 -0.204
N 5.3552 0.7649 1.0322 1.8 0.5 -2.0 0.141
H 3.3757 -0.6144 3.1357 -0.3 -1.5 -0.4 0.026
H 3.8867 0.6922 3.9620 0.8 1.2 1.0 0.058
H 2.5846 0.8679 2.7146 0.8 -0.1 0.3 0.061
C 3.3734 1.7456 -1.7392 -2.8 1.3 -0.6 -0.076
C 3.6213 3.1752 -2.0614 1.4 3.0 -0.3 -0.270
N 3.9123 4.2954 -2.3078 -1.2 -3.7 0.8 0.102
H 2.4048 1.5073 -2.2829 1.0 0.0 0.7 0.099
H 4.1243 1.1514 -2.1939 0.9 -0.7 0.1 0.057
H 3.1460 1.5867 -0.6674 0.6 0.0 -0.7 0.063
C 1.4199 5.1094 1.9459 -1.1 -1.7 2.1 -0.098
C 1.6318 3.6960 1.3880 2.1 -0.6 1.2 -0.334
O 0.5136 3.0868 0.7836 -1.0 -1.1 1.0 -0.122
H 1.1255 5.7867 1.2088 -0.8 1.0 -1.3 0.041
H 2.2882 5.5679 2.4331 0.1 -0.6 -0.1 0.078
H 0.6220 4.9768 2.7256 0.5 0.7 -0.6 0.086
H 2.0292 3.0084 2.3642 -0.6 1.7 -3.0 0.160
H 2.3066 3.8391 0.5125 0.7 -0.6 1.1 0.094
H 0.5292 2.1191 1.0174 0.0 1.4 -0.5 0.062
C 0.5702 -5.2240 -0.8754 2.2 0.4 0.1 -0.051
C 1.9274 -4.7234 -0.2821 1.4 -1.1 -1.0 -0.283
O 1.9099 -4.3559 1.0786 3.8 -8.2 -0.7 -0.024
H 0.2473 -6.1681 -0.4944 0.3 -0.9 0.2 0.057
H 0.7415 -5.2669 -1.9516 -0.5 0.0 0.0 0.074
H -0.2295 -4.5810 -0.6070 -0.6 1.1 -0.1 0.041
H 2.4039 -3.9372 -0.8406 -0.9 1.4 -0.6 0.073
H 2.8319 -5.4074 -0.5739 -1.9 0.0 1.5 0.140
H 1.5209 -3.6038 1.1820 -3.6 7.2 0.7 -0.071
C -1.9018 0.3780 2.5762 3.2 0.8 -3.8 -0.097
C -1.0897 0.4664 3.7602 3.0 -2.2 1.3 -0.389
O -1.8076 0.9327 4.8352 -1.7 -0.3 2.3 -0.051
H -2.8059 0.0353 2.8143 -3.6 -2.3 0.8 0.032
H -1.3626 -0.2466 1.7605 -1.3 1.3 1.1 0.098
H -2.1550 1.3951 2.2772 0.4 0.2 -0.7 0.087
H -0.3016 1.1628 3.7414 0.9 1.5 -0.8 0.092
H -0.3441 -0.4648 3.8778 -2.2 0.9 0.5 0.149
H -2.6300 0.4352 5.0813 1.4 0.3 -0.7 0.120
C 3.4037 -2.8720 -4.4959 -5.6 -2.5 4.8 -0.065
C 2.5435 -1.6836 -4.0857 -1.9 0.2 -2.1 -0.286
O 1.4079 -2.1960 -3.4112 2.0 -7.4 -9.8 -0.015
H 4.2037 -2.6334 -4.9034 7.1 2.8 -4.9 -0.035
H 2.9243 -3.7146 -5.0803 0.3 1.1 1.1 0.114
H 3.9188 -3.1713 -3.5252 -1.3 -0.7 -0.8 0.094
H 2.1271 -1.0180 -5.0433 1.4 -1.4 2.3 0.156
H 3.0324 -1.1024 -3.3168 0.7 0.7 -0.4 0.077
H 1.2493 -1.7072 -2.7744 -2.5 7.3 9.9 -0.098
C 0.9096 -3.8655 4.7354 -2.2 1.4 0.4 -0.064
C 2.0170 -2.7851 4.3146 -4.9 -0.8 -1.4 -0.372
O 2.3973 -1.9949 5.3662 5.7 1.0 1.0 -0.117
H -0.0525 -3.3537 5.1872 2.3 -0.5 0.1 0.099
H 1.3930 -4.5556 5.3851 0.0 -0.4 1.1 0.041
H 0.2610 -4.5358 4.0993 1.7 0.8 -0.8 0.066
H 1.4874 -2.0995 3.6365 0.4 -0.4 -0.6 0.074
H 2.7998 -3.2806 3.8493 1.5 -0.9 -1.0 0.087
H 3.4829 -1.8752 5.1814 -4.5 -0.3 1.3 0.188
```
Forces are in eV/Å.

frontier orbital gap: 8.686 eV
ΔE to the lowest compared entry with this formula, charge and spin: 1.667 eV
net charge: 0
HOMO level: -9.44 eV
maximum force: 12.58 eV/Å

Entry 2:
DFT (ωB97M-V/def2-TZVPD) results for a 6-piece molecular cluster, C26H60F6N4O13 overall at a distorted geometry.

Geometry as XYZ:
```
109
Properties=species:S:1:pos:R:3:forces:R:3:lowdin_charge:R:1
N -0.1819 -0.1249 2.4473 2.5 0.3 -0.9 -0.708
O -0.2952 0.8410 3.1393 -1.5 3.3 2.7 -0.065
O 0.0070 -1.2089 3.0087 -0.5 -2.0 -0.8 -0.096
O -0.0224 0.1036 1.2222 -0.6 -1.6 -1.1 -0.131
C 0.6369 -1.1215 -7.6749 -0.8 4.1 -0.8 -0.527
O -0.0353 -2.2512 -7.9472 -2.5 -3.6 -1.3 -0.108
O -0.0359 0.0594 -8.1250 2.1 -3.6 2.0 -0.282
C 0.8333 -1.2986 -6.1285 1.0 1.7 -0.6 -0.544
F 1.3693 -0.1595 -5.6602 -0.5 0.5 1.0 0.101
F -0.2627 -1.6532 -5.4245 0.2 0.5 -0.2 0.120
F 1.7782 -2.2219 -5.7773 0.1 -0.6 0.0 0.061
C 0.6003 -3.5199 -7.9729 -1.1 -0.3 -0.4 -0.278
C -0.5294 -4.4973 -7.7149 0.8 -1.2 0.4 -0.088
H -1.0521 -4.6986 -8.6499 -0.6 0.3 0.4 0.073
H -0.0718 -5.4398 -7.4143 0.2 -0.5 -0.3 0.055
H -1.1166 -4.2767 -6.8235 -0.4 0.6 -0.5 0.074
H 1.4361 -3.7668 -7.3182 -0.1 0.9 0.5 0.102
H 0.9669 -3.7822 -8.9653 0.2 0.4 -0.5 0.110
H 1.5766 -1.3159 -8.1919 1.3 0.8 0.3 0.130
C 6.5682 2.9838 6.7403 0.6 0.4 4.4 -0.441
O 6.5071 1.5240 6.8529 1.8 2.8 -0.1 -0.137
O 6.6179 3.5081 8.0507 0.2 -0.6 -4.1 -0.274
C 7.7888 3.1984 5.8083 0.3 -1.2 0.6 -0.605
F 8.9668 3.0577 6.4157 0.4 0.5 0.5 0.133
F 7.8915 2.3482 4.7508 -0.6 -1.1 -0.4 0.081
F 7.7271 4.3557 5.1868 0.1 2.2 -0.1 0.125
C 5.4478 0.8787 6.3577 0.4 -2.4 0.9 -0.326
C 5.9401 -0.6046 6.6422 -3.5 0.4 -1.2 -0.066
H 5.7074 -0.8513 7.6781 1.0 0.3 0.2 0.064
H 5.1090 -1.1171 6.1576 0.1 -1.1 -0.5 0.041
H 6.8874 -0.9380 6.2184 0.0 0.5 0.3 0.067
H 5.1357 1.1213 5.3419 0.5 -0.2 -0.6 0.105
H 4.5493 1.0623 6.9468 -0.4 -0.1 0.4 0.109
H 5.7708 3.4067 6.1293 -0.9 -0.3 -0.2 0.122
C -2.5133 8.2426 0.5273 0.2 0.7 0.2 -0.084
O -1.5493 7.8063 -0.3840 1.6 0.3 -0.7 -0.202
C -1.7499 6.6012 -1.0280 0.6 -1.2 0.6 -0.216
C -0.6604 6.3357 -2.1016 0.2 1.4 0.1 -0.039
N 0.7460 6.6748 -1.5644 -0.3 -2.0 0.9 0.074
H 1.4081 6.6767 -2.3270 0.2 -0.7 -0.7 0.158
H 0.7646 7.6718 -1.4038 -0.2 0.5 1.5 0.153
C 1.4103 5.7446 -0.4669 0.7 1.7 0.0 -0.034
C 2.8374 6.3267 -0.2655 -1.4 1.2 -0.1 -0.157
O 2.8234 7.7560 -0.0016 1.2 -0.9 -0.5 -0.202
C 2.4084 8.2834 1.2608 -1.4 -0.6 0.1 -0.077
H -3.4780 8.2705 0.0206 -0.2 0.2 0.3 0.096
H -2.1349 9.2282 0.7982 -0.6 0.2 -0.1 0.099
H -2.5468 7.6975 1.4706 -0.1 -0.6 -0.2 0.097
H -2.8001 6.4911 -1.2982 0.1 0.0 -1.0 0.134
H -1.6075 5.7789 -0.3270 0.0 -0.3 0.4 0.125
H -0.6222 7.0484 -2.9254 -1.0 -0.2 -0.3 0.132
H -0.7326 5.3140 -2.4743 0.3 0.1 0.1 0.141
H 1.5528 4.7600 -0.9123 -0.6 0.0 0.1 0.140
H 0.8821 5.7369 0.4866 -0.6 0.0 -0.5 0.133
H 3.2221 6.2220 -1.2800 1.0 0.2 0.3 0.122
H 3.3894 5.7457 0.4732 0.1 0.0 -0.1 0.143
H 2.6137 7.7318 2.1783 0.3 -0.8 -0.4 0.098
H 1.3268 8.3142 1.1297 -0.3 0.5 0.8 0.072
H 2.7936 9.2756 1.4961 0.2 0.0 -0.9 0.095
C -7.9971 -0.9997 -1.5866 0.6 0.6 -1.3 -0.089
O -7.7564 -1.5043 -0.3277 -1.5 -0.5 1.4 -0.218
C -6.4193 -1.5761 -0.0152 0.4 -1.4 0.8 -0.196
C -6.3305 -2.3385 1.3267 1.6 -0.1 -0.2 -0.079
N -7.2404 -1.7233 2.3050 -0.2 1.4 0.6 0.068
H -7.9555 -1.4089 1.6648 -1.5 0.4 -0.4 0.108
H -7.6461 -2.4132 2.9211 0.1 0.0 0.4 0.182
C -6.8692 -0.3578 3.0049 0.4 -1.3 -0.7 -0.020
C -8.0391 0.5455 2.8418 -1.1 0.7 -2.0 -0.168
O -8.5292 0.3046 1.4928 -0.1 0.1 1.0 -0.250
C -9.8257 0.8525 1.2865 0.0 -0.5 0.1 -0.057
H -7.5042 -0.0292 -1.6438 -0.4 0.4 -0.3 0.103
H -9.0559 -0.9504 -1.8405 0.1 0.0 0.4 0.102
H -7.5042 -1.6261 -2.3301 0.0 -0.2 -0.3 0.098
H -5.9129 -0.6209 0.1238 -0.1 0.3 -0.5 0.138
H -5.9976 -2.1825 -0.8168 1.0 0.1 0.2 0.143
H -5.3320 -2.2721 1.7589 0.2 -0.2 -0.3 0.144
H -6.6120 -3.3879 1.2395 0.0 0.1 -0.1 0.143
H -6.0429 0.0489 2.4219 0.3 -0.3 0.4 0.140
H -6.6642 -0.5265 4.0620 0.5 -0.1 -0.3 0.143
H -7.7771 1.6001 2.7568 0.4 0.0 1.1 0.147
H -8.8141 0.3562 3.5845 -0.2 0.1 0.0 0.131
H -9.8176 1.9293 1.1176 0.2 0.0 -0.1 0.099
H -10.4198 0.6378 2.1749 -0.3 0.1 -0.1 0.090
H -10.2421 0.3136 0.4355 -0.1 0.3 0.0 0.096
C 5.5748 -2.4134 -0.5870 -0.9 -1.1 -0.5 -0.027
O 5.8755 -3.8789 -0.5399 -0.1 0.8 -1.0 -0.195
C 5.3118 -4.5394 0.5742 1.4 0.5 -0.1 -0.233
C 3.8343 -4.8496 0.4987 0.1 0.8 1.3 -0.101
N 3.4178 -5.7691 -0.6084 0.8 0.2 0.3 0.052
H 4.0780 -5.4291 -1.2930 -0.3 0.3 -1.5 0.162
H 3.7301 -6.7257 -0.5222 0.1 -0.5 0.9 0.169
C 1.9239 -5.7635 -0.9888 1.9 0.5 -1.8 -0.017
C 1.5658 -7.1324 -1.7144 -0.8 3.0 2.5 -0.192
O 1.0196 -7.8701 -0.6400 1.3 -2.0 -1.9 -0.180
C 1.1428 -9.2610 -1.0520 -1.3 -0.4 2.6 -0.084
H 5.1122 -2.0541 0.3322 0.2 -0.2 0.2 0.093
H 4.8358 -2.3019 -1.3804 0.0 0.2 0.0 0.085
H 6.4035 -1.7545 -0.8464 0.5 -0.8 0.2 0.093
H 5.6012 -3.8119 1.3325 -1.1 -0.6 1.2 0.138
H 5.8317 -5.4666 0.8151 0.6 0.0 -0.4 0.130
H 3.4059 -3.8624 0.3253 -1.0 -0.4 0.0 0.144
H 3.5975 -5.2816 1.4711 -0.6 0.2 -0.1 0.149
H 1.9435 -4.9398 -1.7025 -0.8 0.1 0.1 0.136
H 1.4543 -5.4499 -0.0565 -0.6 -0.6 -0.4 0.140
H 2.4802 -7.5170 -2.1661 0.0 -0.4 0.0 0.123
H 0.7842 -6.9710 -2.4568 0.3 0.1 -0.3 0.135
H 0.6294 -9.7602 -0.2302 -0.2 -0.3 -0.1 0.090
H 2.1537 -9.6578 -0.9579 0.3 0.4 -0.7 0.091
H 0.5979 -9.5453 -1.9522 0.3 0.5 -0.3 0.098
```
Forces are in eV/Å.

frontier orbital gap: 2.888 eV
ΔE to the lowest compared entry with this formula, charge and spin: 11.333 eV
net charge: 0
HOMO level: -4.32 eV
maximum force: 4.60 eV/Å

> What is the maximum force in the second record?

4.60 eV/Å

> Which value of maximum force does entry 2 give?

4.60 eV/Å